Record 1
The following is a quantum chemistry calculation of 2 unconnected molecules or ions with the total composition C4H9N2 in a non-equilibrium geometry, from OMol25.

Structure (XYZ):
```
15
Properties=species:S:1:pos:R:3
C -1.38442 -1.22398 -0.88163
C 0.72316 1.40166 -1.42271
C 0.95702 0.46473 -0.51689
C 0.42778 -0.23661 1.97564
N -2.13185 -1.85886 -1.45887
N 0.04261 0.47202 0.71751
H 1.18607 1.37385 -2.46023
H 0.27715 2.23285 -0.95095
H 1.66925 -0.39800 -0.70226
H 1.56197 -0.12303 2.13562
H 0.00322 0.28048 2.85249
H 0.05594 -1.25837 1.77206
H -2.52043 -2.30482 -2.25211
H -0.15912 1.42914 0.78760
H -0.70834 -0.25106 0.40473
```

ΔE to the lowest compared entry with this formula, charge and spin   3.7396 eV
2S+1   1
Charge   +1
Electronic energy   -7264.4021 eV

---

Record 2
The following is a quantum chemistry calculation of a molecular structure, C37H63N3O11S in a non-equilibrium geometry, from OMol25.

Structure (XYZ):
```
115
Properties=species:S:1:pos:R:3
O -1.11708 -3.13630 -0.48522
C -0.26202 -2.40282 -0.78134
N 0.60397 -1.57701 -1.02192
C 1.41563 -1.88408 -2.18845
C 2.57515 -2.58735 -2.09284
C 3.02998 -3.03465 -0.73035
C 3.66494 -1.86804 0.05350
C 4.88346 -1.21647 -0.61394
C 4.97700 0.29158 -0.38040
O 5.76207 0.91974 -1.39900
C 3.34589 -2.86470 -3.29790
C 4.59678 -3.70568 -3.19374
C 5.03295 -4.41186 -4.47723
O 5.90809 -3.63046 -5.28015
C 2.93056 -2.37600 -4.49775
C 1.74121 -1.62202 -4.58514
N 1.20678 -1.07305 -5.68224
S -0.13270 -0.33063 -5.22491
N -0.13960 -0.65625 -3.64929
C 0.96156 -1.37438 -3.43054
H 2.17519 -3.35051 -0.13433
H 3.69369 -3.89102 -0.78349
H 3.97021 -2.23317 1.02980
H 2.88663 -1.11908 0.17410
H 4.89787 -1.36741 -1.69338
H 5.77852 -1.68282 -0.19646
H 3.98703 0.74062 -0.42895
H 5.41310 0.47890 0.59398
H 6.31642 0.25935 -1.81895
H 5.43936 -3.14570 -2.79014
H 4.40037 -4.49896 -2.47320
H 4.13797 -4.71083 -5.02549
H 5.56735 -5.31598 -4.19696
H 5.37657 -3.11751 -5.89169
H 3.48980 -2.54064 -5.40495
C 3.59606 1.12121 4.53481
C 3.18243 0.56371 3.20010
O 3.98019 0.10032 2.41353
C 1.70800 0.60412 2.87347
H 4.67185 1.03889 4.65677
H 3.31495 2.17405 4.60026
H 3.10365 0.56341 5.33327
H 1.35249 1.63568 2.88084
H 1.14813 0.03304 3.61561
H 1.53524 0.17508 1.88810
C -2.23254 3.49067 -3.58154
C -3.03488 2.29109 -4.02192
O -2.53545 1.18819 -4.07787
C -4.47781 2.52446 -4.38076
H -1.21508 3.17922 -3.35226
H -2.21590 4.23689 -4.37602
H -2.68204 3.93317 -2.69098
H -4.55145 3.22171 -5.20657
H -5.01985 2.92623 -3.52187
H -4.92860 1.57644 -4.67122
C -7.03468 1.60541 0.92669
C -6.39816 1.84361 -0.41753
O -6.85392 2.62875 -1.21886
C -5.15241 1.04654 -0.72351
H -7.91750 2.23302 1.02672
H -7.32729 0.56329 1.02774
H -6.33222 1.84772 1.72483
H -5.37416 -0.02121 -0.69207
H -4.37493 1.27502 0.00718
H -4.78850 1.29912 -1.71667
C -4.25938 7.71164 -4.65990
C -5.04667 6.50993 -5.12131
O -4.53932 5.41531 -5.20704
C -6.49691 6.73616 -5.46776
H -3.23603 7.41517 -4.44239
H -4.25316 8.47548 -5.43883
H -4.70993 8.13075 -3.75903
H -6.57894 7.46216 -6.27815
H -7.03362 7.11655 -4.59752
H -6.94669 5.79744 -5.78137
C -9.04934 -2.27707 2.21187
C -8.65825 -1.33209 3.32289
O -7.95384 -0.37053 3.11993
C -9.18968 -1.64707 4.69976
H -8.60703 -1.94413 1.27579
H -8.69570 -3.28469 2.43530
H -10.13478 -2.30059 2.10521
H -8.84139 -2.63041 5.01910
H -10.28066 -1.64637 4.68931
H -8.83855 -0.89732 5.40436
C 6.62929 -1.27045 5.85248
C 5.54863 -1.15366 6.89939
O 4.39815 -1.42829 6.65175
C 5.97242 -0.66829 8.26439
H 6.19345 -1.62294 4.92027
H 7.08959 -0.29466 5.68478
H 7.39568 -1.97467 6.18118
H 6.41229 0.32707 8.18469
H 6.71151 -1.34812 8.69119
H 5.10584 -0.62546 8.91976
C 7.18011 1.93042 2.38744
C 7.35290 2.63115 3.71025
O 6.67252 2.33942 4.66801
C 8.40759 3.70807 3.78829
H 6.39247 1.18478 2.47708
H 6.90748 2.64649 1.61028
H 8.11120 1.43934 2.09850
H 8.18613 4.50023 3.07169
H 9.38744 3.28810 3.55643
H 8.42657 4.12821 4.79115
C -3.64222 -4.35966 0.69422
C -4.93748 -5.08657 0.43051
O -5.43909 -5.82119 1.24915
C -5.58117 -4.85035 -0.91640
H -3.28484 -4.61215 1.69010
H -2.89497 -4.65294 -0.03807
H -3.79630 -3.28186 0.63094
H -4.90444 -5.15949 -1.71429
H -5.80980 -3.79081 -1.04181
H -6.50139 -5.42573 -0.98486
```

2S+1   1
Charge   0
Electronic energy   -77218.0894 eV

---

Record 3
The following is a quantum chemistry calculation of C6H9N in the gas phase, from OMol25.

Structure (XYZ):
```
16
Properties=species:S:1:pos:R:3
C 0.12242 -1.39841 0.83999
C -0.41590 -0.22628 0.01241
C -0.22969 1.10173 0.76611
C 1.61416 0.82881 -0.61044
C 0.45930 0.06094 -1.23229
C -1.82698 -0.47834 -0.34079
N -2.93045 -0.67765 -0.61271
H 0.02567 -2.34053 0.29381
H -0.42234 -1.49295 1.78448
H 1.17911 -1.22425 1.05492
H -0.48443 1.08197 1.82543
H -0.73547 1.93577 0.27524
H 1.63368 1.85635 -1.02338
H 0.90064 1.23127 0.76756
H -0.13110 0.59992 -1.98234
H 0.85158 -0.85582 -1.68559
```

ΔE to the lowest compared entry with this formula, charge and spin   4.6623 eV
2S+1   1
Charge   0
Electronic energy   -7853.4973 eV

---

The records above yield E_HOMO values of -14.899, -8.673, -8.988 eV, respectively.
The records above yield Kohn-Sham gap values of 11.71, 8.48, 8.60 eV, respectively.